[1]
This record from OMol25 describes a structure of composition C2S3. The level of theory is the ωB97M-V functional and the def2-TZVPD basis.

```
5
Properties=species:S:1:pos:R:3:forces:R:3:mulliken_charge:R:1
C -0.373100 0.956089 -0.013133 -0.052 0.997 -0.024 -0.30
C 0.173787 -0.542735 0.027953 -0.393 -1.506 0.190 0.37
S 1.714214 -0.355648 -0.573141 -0.393 0.499 0.111 -0.13
S -1.229292 -0.217255 -1.028849 0.625 0.017 0.426 0.03
S -0.285608 0.159549 1.587169 0.213 -0.007 -0.704 0.03
```
Positions in Å, forces in eV/Å.

Results
calculated total energy = -1270.5888 Ha
ΔE to the lowest compared entry with this formula, charge and spin = 266.27 kJ/mol
LUMO (alpha / beta) = -2.401 / -2.402 eV
F_max = 1.57 eV Å⁻¹

[2]
This record from OMol25 describes the molecule C2H4FN. The level of theory is the ωB97M-V functional and the def2-TZVPD basis.

```
8
Properties=species:S:1:pos:R:3:forces:R:3:mulliken_charge:R:1
H 2.480186 -0.986582 0.238244 0.270 0.085 0.444 0.27
N 1.797014 -0.259023 0.049059 0.031 -1.489 0.059 -0.53
C 0.634110 -0.638891 0.269012 -0.597 -1.264 0.520 0.47
C -0.545500 0.145794 -0.094466 0.641 0.780 1.198 -0.66
F 0.172789 -1.862642 0.956473 1.577 1.880 -1.269 -0.29
H -1.222789 -0.501416 -0.633325 -0.357 0.163 -0.174 0.27
H -0.069890 0.974422 -0.727705 -1.548 -0.742 1.218 0.24
H -0.951026 0.345703 0.967897 -0.016 0.587 -1.997 0.23
```
Positions in Å, forces in eV/Å.

Results
calculated total energy = -233.2014 Ha
ΔE to the lowest compared entry with this formula, charge and spin = 25.60 kJ/mol
LUMO = 0.996 eV
SMILES = [H]/N=C(/C)F
F_max = 2.76 eV Å⁻¹

[3]
This record from OMol25 describes a cluster of 2 separate species, C21H36FN2O5 in total. The level of theory is the ωB97M-V functional and the def2-TZVPD basis.

```
65
Properties=species:S:1:pos:R:3:forces:R:3:mulliken_charge:R:1
C 4.362332 -1.631755 2.409618 -0.396 0.689 -0.026 -1.06
C 3.859865 -0.167641 2.125382 0.802 -0.036 -0.498 -0.12
C 4.490202 0.385039 0.805572 -1.516 -0.493 0.155 -0.91
C 3.780461 -0.344085 -0.407639 1.553 0.811 0.802 0.26
O 2.823451 0.534632 -0.973810 0.915 -0.291 -0.754 -0.33
O 1.592752 0.366320 -0.297602 -1.200 -0.749 0.393 -0.11
C 0.579801 0.404780 -1.298159 -1.125 -0.033 -1.950 -0.10
O 0.782408 1.085426 -2.287324 0.331 0.088 0.634 -0.57
C -0.659605 -0.380583 -1.183632 0.530 0.164 1.166 0.72
C -1.913230 0.192825 -1.708308 -0.388 -0.620 -0.233 -1.04
N -1.981312 1.512867 -2.306314 -0.634 -0.383 0.606 -0.19
C -2.606390 2.489293 -1.368999 0.392 0.563 0.031 -0.70
C -1.989405 2.464902 0.049761 -0.414 0.451 0.086 0.28
C -2.331713 3.763258 0.861220 -0.144 -0.138 -0.039 -1.14
C -3.098274 -0.505292 -1.662930 1.667 0.308 0.093 -0.75
N -3.113058 -1.796861 -1.108010 -0.533 0.062 -0.135 0.10
C -1.975264 -2.384929 -0.562629 0.901 -0.660 0.005 -0.52
C -2.189924 -3.801094 0.006086 -0.340 0.720 -0.194 -0.94
C -2.929961 -3.715711 1.384093 -0.397 0.197 -0.234 -0.47
C -4.474058 -3.898409 1.240710 0.023 -0.117 0.309 -1.17
C -0.763089 -1.734561 -0.570328 -0.797 0.630 0.287 1.20
C 0.465747 -2.391847 0.041364 0.218 -1.108 -0.696 0.60
F 0.172542 -3.018074 1.297593 -0.097 0.449 -0.289 -0.44
C 1.095275 -3.510634 -0.862920 0.993 0.998 0.752 -0.44
C 2.258242 -4.163528 -0.036628 -0.817 0.412 0.258 -0.91
H 5.053507 -1.607770 3.271828 -0.342 -0.368 -0.406 0.32
H 3.481380 -2.272957 2.605159 0.659 0.128 0.194 0.20
H 4.887033 -2.053510 1.526487 -0.218 0.250 0.541 0.30
H 2.758629 -0.182538 2.004771 0.596 0.237 0.080 0.05
H 4.122075 0.540608 2.936765 -0.259 -0.610 -0.145 0.45
H 5.591901 0.297174 0.763672 -0.488 -0.142 0.183 0.33
H 4.217034 1.454429 0.718577 0.298 -0.482 -0.131 0.39
H 3.368361 -1.324248 -0.103510 -0.015 0.504 -0.246 -0.30
H 4.582500 -0.517504 -1.158242 -0.886 0.124 -0.075 0.29
H -2.668470 1.395069 -3.051269 0.441 0.236 -0.072 0.45
H -3.709210 2.305759 -1.336487 0.514 0.256 0.284 0.26
H -2.419184 3.508151 -1.778526 -0.205 -0.579 0.109 0.43
H -0.889679 2.382677 -0.066431 -0.632 -0.174 0.197 -0.05
H -2.421950 1.611928 0.606443 0.615 0.115 -0.348 0.33
H -3.143325 4.328190 0.352689 0.467 -0.220 0.322 0.28
H -1.455065 4.428762 0.952627 -0.520 -0.323 -0.196 0.19
H -2.688628 3.525402 1.887044 0.195 0.047 -0.595 0.36
H -4.012586 -0.073340 -2.081263 0.252 -0.423 0.350 0.31
H -3.982549 -2.306163 -1.107552 0.344 0.032 0.039 0.22
H -1.208626 -4.290398 0.047958 -0.622 0.053 0.284 0.12
H -2.837554 -4.377720 -0.696567 0.450 0.280 0.279 0.59
H -2.730836 -2.712243 1.802198 0.036 -0.534 -0.084 0.30
H -2.569108 -4.465836 2.111622 0.024 0.358 -0.406 0.45
H -4.733774 -4.971908 1.330624 0.018 0.520 -0.092 0.32
H -4.886455 -3.547713 0.276494 0.328 -0.105 0.390 0.23
H -5.018592 -3.343024 2.032286 0.301 -0.396 -0.363 0.32
H 1.288695 -1.691000 0.254579 -0.806 -0.077 -0.064 -0.28
H 0.340107 -4.227640 -1.221105 0.442 0.324 -0.014 0.47
H 1.572556 -2.952644 -1.697134 -0.620 -0.427 0.120 0.34
H 3.097705 -4.525786 -0.652692 -0.488 -0.073 0.255 0.28
H 2.636754 -3.380852 0.656691 0.026 -0.541 -0.449 -0.05
H 1.820881 -4.941558 0.616789 0.545 0.138 -0.399 0.35
O -0.231089 5.358177 -0.752197 0.467 0.688 0.072 -0.39
C 0.476629 6.280322 -1.285939 -1.445 -2.403 -2.909 -0.35
C 1.105017 7.282783 -0.056883 1.475 2.270 2.661 -0.17
O 1.798166 8.211346 -0.597024 -0.477 -0.625 -0.017 -0.57
H -0.034085 6.972548 -1.982393 -0.345 0.542 0.726 0.27
H 1.361632 5.965865 -1.869380 0.553 -0.092 0.848 0.27
H 1.626783 6.580743 0.621728 0.296 -0.504 -0.708 0.22
H 0.215626 7.582085 0.531396 -0.505 0.082 -0.743 0.21
```
Positions in Å, forces in eV/Å.

Results
calculated total energy = -1407.0328 Ha
LUMO = 0.267 eV
F_max = 4.04 eV Å⁻¹
charge = -1

Among the records above, which one has the lowest F_max?
C2S3

Copy entry 2 word for word.
This record from OMol25 describes the molecule C2H4FN. The level of theory is the ωB97M-V functional and the def2-TZVPD basis.

```
8
Properties=species:S:1:pos:R:3:forces:R:3:mulliken_charge:R:1
H 2.480186 -0.986582 0.238244 0.270 0.085 0.444 0.27
N 1.797014 -0.259023 0.049059 0.031 -1.489 0.059 -0.53
C 0.634110 -0.638891 0.269012 -0.597 -1.264 0.520 0.47
C -0.545500 0.145794 -0.094466 0.641 0.780 1.198 -0.66
F 0.172789 -1.862642 0.956473 1.577 1.880 -1.269 -0.29
H -1.222789 -0.501416 -0.633325 -0.357 0.163 -0.174 0.27
H -0.069890 0.974422 -0.727705 -1.548 -0.742 1.218 0.24
H -0.951026 0.345703 0.967897 -0.016 0.587 -1.997 0.23
```
Positions in Å, forces in eV/Å.

Results
calculated total energy = -233.2014 Ha
ΔE to the lowest compared entry with this formula, charge and spin = 25.60 kJ/mol
LUMO = 0.996 eV
SMILES = [H]/N=C(/C)F
F_max = 2.76 eV Å⁻¹